ORCA calculation (ωB97M-V with the def2-TZVPD basis set) on a structure of composition C28H32BrCsN5O6.

Calculated values
HOMO energy, eV: -5.329
Maximum force, eV/Å: 0.449
LUMO energy, Eh: 0.0811
DFT total energy, Ha: -4405.800919

```
! RIJCOSX wB97M-V def2-TZVPD def2/J DEFGRID3
* xyz -1 1
Cs 1.06 -0.73 -0.50
Br -3.35 5.41 -2.93
O 3.23 0.27 1.36
O -0.82 4.99 -1.26
O -0.24 -2.65 -2.46
O -1.68 -1.91 -0.89
O 2.47 1.91 0.03
O -1.00 3.42 0.33
N 3.20 1.85 3.59
N 2.33 5.89 1.66
N -2.25 -4.70 0.30
N 0.24 5.02 2.16
N 1.25 6.67 3.53
C -2.71 -4.72 -1.04
C 0.25 -3.00 2.39
C 0.20 -4.69 0.16
C 2.71 -4.58 -0.01
C 1.44 -3.38 1.78
C -3.12 3.56 -2.58
C 1.41 -4.21 0.67
C 2.89 1.46 1.13
C 2.98 2.48 2.29
C -2.18 1.69 -1.43
C 1.21 5.82 2.42
C -2.68 -4.04 -3.34
C -2.22 3.07 -1.64
C -1.28 3.94 -0.85
C -3.67 -4.96 -3.65
C -3.86 1.33 -3.08
C -4.20 -5.76 -2.64
C -3.94 2.69 -3.30
C -1.00 -4.26 0.75
C 0.19 -5.65 -1.00
C 3.99 4.31 0.74
C -2.98 0.81 -2.14
C -2.21 -3.88 -2.04
C 4.10 3.49 2.03
C -0.96 -3.42 1.87
C -3.70 -5.65 -1.36
C -1.27 -2.71 -1.77
C 2.64 4.99 0.55
H -0.40 4.03 0.87
H -0.71 -6.26 -0.99
H -4.63 3.10 -4.01
H 2.92 -5.65 0.08
H 1.05 -6.32 -0.95
H 2.03 3.02 2.32
H 0.26 -2.35 3.26
H 3.73 1.00 3.40
H 2.31 1.51 3.94
H 2.67 -4.35 -1.08
H 2.38 -3.01 2.16
H -4.50 0.66 -3.65
H 3.54 -4.04 0.44
H 2.63 5.56 -0.38
H -4.97 -6.48 -2.86
H 1.69 7.56 3.36
H 0.35 6.78 3.98
H -2.99 -4.56 0.97
H -2.89 -0.25 -1.95
H 0.22 -5.12 -1.95
H -1.49 1.30 -0.70
H -4.06 -6.31 -0.57
H 4.78 5.06 0.73
H 4.12 4.16 2.90
H -1.89 -3.07 2.29
H 1.86 4.24 0.48
H -2.25 -3.41 -4.11
H -0.52 5.15 2.82
H -4.04 -5.05 -4.67
H 4.13 3.66 -0.12
H 5.06 2.96 2.04
H 3.13 6.32 2.11
*
```

=====

ORCA calculation (ωB97M-V with the def2-TZVPD basis set) on a structure of composition C28H32Cl2N3OsS3.

Calculated values
HOMO energy (spin up / spin down), eV: -4.410 / -5.060
Maximum force, eV/Å: 0.315
LUMO energy (spin up / spin down), Eh: 0.0983 / 0.0695
DFT total energy, Ha: -3456.131281

```
! RIJCOSX wB97M-V def2-TZVPD def2/J DEFGRID3
* xyz -1 5
Os 0.29 0.17 0.35
Cl 0.60 -3.89 -0.27
Cl -2.12 -1.10 3.50
S 1.28 2.35 0.03
S -0.82 1.61 1.78
S 0.10 4.48 1.81
N -0.63 -0.17 -2.05
N 1.81 -0.88 -0.72
N -0.39 -1.42 1.07
C 3.49 -2.14 -1.53
C 3.00 -1.42 -0.42
C 3.71 -1.32 0.91
C -2.56 -2.47 -1.32
C -3.01 -0.33 -2.66
C -4.03 -0.06 -3.57
C -1.72 0.19 -2.91
C 0.72 2.22 -3.33
C -2.56 1.25 -4.91
C -1.84 -4.99 2.68
C -0.49 -3.83 1.07
C -3.43 -0.37 -0.18
C -0.19 1.70 -4.44
C 2.53 -2.04 -2.53
C 3.81 -2.72 1.52
C -3.81 0.72 -4.69
C -0.84 -2.55 1.60
C -3.39 -1.19 -1.47
C -1.50 1.01 -4.03
C 0.17 2.96 1.21
C -2.19 -3.77 3.25
C 3.00 -0.41 1.91
C -0.98 -5.01 1.59
C -1.70 -2.60 2.73
C 0.60 0.90 -5.48
C 0.27 -0.89 -2.62
C 1.50 -1.27 -2.01
C 5.13 -0.77 0.68
H 4.42 -2.67 -1.57
H 4.33 -3.41 0.85
H -5.01 -0.47 -3.38
H -0.68 -5.94 1.13
H -4.62 0.92 -5.39
H -0.55 2.60 -4.96
H 1.40 1.51 -5.89
H 1.29 1.44 -2.84
H 2.01 -0.79 2.17
H 0.16 2.75 -2.57
H 5.70 -1.41 0.01
H -2.98 -3.10 -0.53
H 3.58 -0.37 2.84
H 5.67 -0.71 1.63
H -2.47 0.08 0.04
H 1.44 2.92 -3.77
H -2.23 -5.92 3.09
H -2.56 -3.04 -2.25
H 0.12 -1.25 -3.64
H -3.70 -1.00 0.67
H 4.35 -2.69 2.47
H 2.56 -2.47 -3.52
H 1.06 0.02 -5.03
H 2.81 -3.13 1.71
H 2.90 0.61 1.53
H -0.04 0.57 -6.30
H 5.08 0.23 0.25
H -1.53 -2.25 -1.06
H -4.16 0.43 -0.27
H -2.85 -3.73 4.11
H -2.38 1.88 -5.77
H -4.42 -1.51 -1.67
*
```

=====

ORCA calculation (ωB97M-V with the def2-TZVPD basis set) on a structure of composition C28H32F6N10O5S2Ti.

Calculated values
HOMO energy (spin up / spin down), eV: -7.664 / -7.947
Maximum force, eV/Å: 0.460
LUMO energy (spin up / spin down), Eh: -0.0153 / -0.0169
DFT total energy, Ha: -4255.149870

```
! RIJCOSX wB97M-V def2-TZVPD def2/J DEFGRID3
* xyz 0 3
Ti -0.25 0.61 -0.08
S 0.09 3.86 -0.76
S -1.01 4.06 -3.29
F -2.00 2.50 -5.16
F -1.17 1.41 -3.49
F -2.37 4.28 1.76
F -1.03 5.97 2.11
F -0.47 3.97 2.79
F 0.15 2.34 -4.94
O 5.25 -0.07 -0.41
O -0.83 5.06 -4.29
O -0.57 2.42 -0.47
O 1.48 3.75 -0.27
O -2.27 4.01 -2.58
N -2.37 0.34 -0.96
N -1.72 1.04 1.71
N -0.48 -1.45 -0.70
N 1.89 -3.18 -0.09
N 4.09 -3.31 -0.89
N 0.25 3.86 -2.38
N 1.08 0.34 -1.83
N 1.69 1.10 0.85
N 3.33 -1.33 -0.10
N 0.22 -0.89 2.10
C 3.08 -2.60 -0.36
C -1.47 0.57 3.08
C -4.64 1.01 -1.26
C -3.25 1.27 -1.25
C -0.32 -2.88 -2.72
C 5.22 -2.42 -1.05
C 2.70 1.02 -3.45
C 4.64 -1.11 -0.49
C -0.94 -0.85 2.98
C 1.79 1.01 2.31
C 1.95 1.22 -2.28
C 2.52 -0.12 -4.17
C 1.47 -0.42 2.71
C -1.10 4.69 1.85
C -5.10 -0.22 -0.91
C 1.59 -1.09 -3.73
C 0.91 -0.82 -2.53
C 4.03 -4.69 -1.31
C -4.53 -2.55 -0.18
C -0.02 -1.75 -1.98
C -3.55 -3.46 0.11
C 1.29 -2.28 -4.44
C -2.18 -3.14 -0.03
C -1.80 -1.89 -0.44
C -2.81 -0.92 -0.68
C -4.17 -1.24 -0.58
C -1.00 2.49 -4.27
C 0.34 -3.13 -3.95
H -2.86 2.26 -1.46
H 6.09 -2.73 -0.48
H 3.76 -5.35 -0.48
H -2.37 0.60 3.69
H -0.74 1.22 3.55
H -1.72 -1.49 2.55
H 1.08 -2.55 -0.10
H 1.71 -4.05 -0.57
H 2.28 -1.05 2.34
H 2.06 2.14 -1.72
H -0.72 -1.23 3.99
H 3.31 -4.83 -2.13
H 2.39 0.48 0.43
H -1.43 -3.90 0.17
H -1.79 2.05 1.65
H 0.35 -1.84 1.77
H 1.87 2.06 0.53
H -3.83 -4.46 0.43
H 1.79 -2.48 -5.37
H 0.07 -4.02 -4.50
H 3.06 -0.29 -5.09
H -5.58 -2.82 -0.09
H 1.10 1.73 2.74
H -6.16 -0.43 -0.87
H 1.44 -0.51 3.80
H 5.01 -4.98 -1.68
H 5.50 -2.28 -2.10
H 3.40 1.79 -3.76
H -2.62 0.68 1.40
H -1.06 -3.58 -2.36
H -5.31 1.82 -1.53
H 2.79 1.27 2.66
*
```